(1)
Here is a structure of composition C48H45BrFN12O8SiW from OMol25. Energies are from the ωB97M-V functional and the def2-TZVPD basis.

CARTESIAN COORDINATES (ANGSTROEM)
1 W 1.3289 -0.2292 -0.5014
2 F -2.5827 4.3254 2.7468
3 C -2.8398 3.0028 2.7081
4 C -2.0680 2.2051 1.9162
5 C -2.2755 0.8238 1.9169
6 C -1.3809 -0.0316 1.1519
7 O -0.5326 0.5205 0.4137
8 C -1.5483 -1.4231 1.3179
9 C -2.5646 -1.8917 2.0919
10 N -3.4458 -1.1070 2.7419
11 C -4.4657 -1.7124 3.5702
12 C -5.9048 -1.5474 3.1743
13 C -5.2268 -2.8764 3.0210
14 C -3.2762 0.2715 2.7216
15 C -4.0722 1.1157 3.5060
16 C -3.8595 2.4805 3.5206
17 N -4.6534 3.2798 4.3928
18 C -4.3328 3.2176 5.8146
19 C -5.6536 3.2907 6.5926
20 N -6.6636 3.9870 5.7144
21 C -6.0447 5.1645 5.0199
22 C -5.0135 4.6403 4.0060
23 C -0.5621 -2.3983 0.7875
24 O -0.6708 -3.5777 1.0099
25 O 0.4162 -1.8918 0.0641
26 H -1.2619 2.6238 1.3272
27 H -2.6765 -2.9596 2.2215
28 H -4.2184 -1.7208 4.6252
29 H -6.1018 -0.9907 2.2681
30 H -6.6353 -1.4250 3.9619
31 H -4.9986 -3.1998 2.0152
32 H -5.4731 -3.6717 3.7083
33 H -4.8633 0.7014 4.1145
34 H -3.6625 4.0345 6.1088
35 H -3.8258 2.2850 6.0477
36 H -5.5714 3.8628 7.5146
37 H -6.0593 2.3060 6.8153
38 H -7.4814 4.2646 6.2554
39 H -6.9624 3.3213 4.9991
40 H -5.5908 5.7708 5.8015
41 H -6.8340 5.7414 4.5447
42 H -4.1694 5.3325 3.9992
43 H -5.4398 4.6192 3.0035
44 N 4.0015 0.6936 1.6850
45 C 2.8355 0.2853 2.2596
46 N 2.6348 0.2690 3.5623
47 N 1.3728 -0.1733 3.7019
48 N 0.8374 -0.4090 2.5694
49 N 1.7490 -0.1290 1.5925
50 C 4.2954 0.5088 0.3597
51 N 5.4847 0.7091 -0.1532
52 N 5.3204 0.4707 -1.4770
53 N 4.1224 0.1526 -1.7511
54 N 3.4070 0.1514 -0.5769
55 H 4.7728 0.8919 2.3018
56 O 3.1431 -2.7346 -0.0543
57 C 3.0704 -3.3835 -1.3268
58 C 1.8222 -2.7935 -2.0154
59 O 1.0321 -3.3889 -2.6746
60 O 1.7697 -1.4402 -1.8733
61 C 4.2797 -3.0301 -2.1864
62 C 5.5224 -2.8936 -1.5828
63 C 6.6399 -2.5832 -2.3401
64 C 6.5258 -2.4088 -3.7111
65 C 5.2890 -2.5542 -4.3198
66 C 4.1701 -2.8657 -3.5614
67 C 2.8881 -4.8859 -1.1420
68 C 3.6395 -5.8121 -1.8555
69 C 3.4447 -7.1717 -1.6559
70 C 2.5011 -7.6157 -0.7430
71 C 1.7447 -6.6931 -0.0338
72 C 1.9333 -5.3351 -0.2342
73 H 3.5795 -3.3336 0.5612
74 H 5.6250 -3.0036 -0.5106
75 H 7.5986 -2.4584 -1.8545
76 H 7.3961 -2.1522 -4.3004
77 H 5.1904 -2.4204 -5.3895
78 H 3.2112 -2.9775 -4.0550
79 H 4.3811 -5.4777 -2.5678
80 H 4.0369 -7.8841 -2.2153
81 H 2.3527 -8.6764 -0.5873
82 H 0.9972 -7.0290 0.6734
83 H 1.3168 -4.6264 0.3050
84 C -1.2579 1.9250 -2.2104
85 Si -0.5092 0.2273 -2.4197
86 C -1.7833 -1.1078 -2.1266
87 C 0.1055 0.0208 -4.1787
88 C 1.4107 -0.2146 -4.6195
89 C 1.6916 -0.3418 -5.9720
90 C 0.6815 -0.2304 -6.9171
91 C -0.6194 0.0051 -6.5023
92 C -0.8989 0.1233 -5.1481
93 H -2.0989 1.9922 -2.9075
94 H -0.5680 2.7291 -2.4631
95 H -1.6397 2.0849 -1.2021
96 H -2.5084 -1.0745 -2.9444
97 H -2.3278 -1.0013 -1.1893
98 H -1.3041 -2.0887 -2.1542
99 H 2.2233 -0.3081 -3.9130
100 H 2.7104 -0.5299 -6.2875
101 H 0.9066 -0.3313 -7.9710
102 H -1.4172 0.0912 -7.2288
103 H -1.9287 0.3024 -4.8530
104 Br 3.2637 7.8315 -3.1170
105 C 2.8031 6.0884 -2.5635
106 C 2.7304 5.0749 -3.5095
107 C 2.3901 3.7984 -3.1008
108 C 2.1194 3.5546 -1.7563
109 C 2.2059 4.5758 -0.8150
110 C 2.5490 5.8529 -1.2191
111 C 1.7558 2.2021 -1.3416
112 O 1.7315 1.2441 -2.1626
113 O 1.4476 1.8893 -0.1429
114 H 2.9439 5.2842 -4.5477
115 H 2.3345 2.9851 -3.8132
116 H 2.0130 4.3600 0.2276
117 H 2.6272 6.6591 -0.5039

Properties
frontier orbital gap	6.20	eV
energy above the lowest of the compared OMol25 structures with the same formula, charge and spin	0.226	eV
net charge	+1
HOMO level	-9.69	eV

***

(2)
Here is a structure of composition C48H45IrN2P4S2 at a distorted geometry from OMol25. Energies are from the ωB97M-V functional and the def2-TZVPD basis.

CARTESIAN COORDINATES (ANGSTROEM)
1 Ir 0.7852 0.8932 -0.1342
2 S 1.7570 -2.6722 1.1737
3 P -0.1366 -2.3478 0.7269
4 C -0.8222 -0.7664 0.4629
5 P -1.4252 0.1538 1.7333
6 S -0.4513 1.9369 1.6927
7 C -3.2085 0.5386 1.5191
8 C -3.8127 1.5593 2.2504
9 C -5.1269 1.9170 1.9999
10 C -5.8546 1.2531 1.0160
11 C -5.2661 0.2232 0.2985
12 C -3.9459 -0.1325 0.5537
13 C -1.4629 -0.4213 3.4704
14 C -0.3861 -0.1401 4.3059
15 C -0.4019 -0.5587 5.6294
16 C -1.4941 -1.2571 6.1246
17 C -2.5669 -1.5474 5.2920
18 C -2.5500 -1.1350 3.9703
19 C -0.5059 -3.3109 -0.7975
20 C -1.3329 -2.8044 -1.7857
21 C -1.5675 -3.5147 -2.9574
22 C -0.9686 -4.7497 -3.1472
23 C -0.1390 -5.2695 -2.1585
24 C 0.0912 -4.5553 -0.9939
25 C -1.1452 -3.3229 1.9285
26 C -2.4393 -3.7204 1.5990
27 C -3.1955 -4.4796 2.4820
28 C -2.6622 -4.8470 3.7104
29 C -1.3761 -4.4474 4.0479
30 C -0.6225 -3.6908 3.1635
31 H -3.2403 2.0844 3.0076
32 H -5.5856 2.7211 2.5628
33 H -6.8789 1.5417 0.8125
34 H -5.8296 -0.2998 -0.4652
35 H -3.4611 -0.9381 0.0109
36 H 0.4598 0.4124 3.9126
37 H 0.4387 -0.3331 6.2743
38 H -1.5071 -1.5824 7.1582
39 H -3.4176 -2.1001 5.6715
40 H -3.3905 -1.3635 3.3267
41 H -1.7754 -1.8337 -1.6214
42 H -2.2113 -3.0980 -3.7241
43 H -1.1374 -5.3039 -4.0630
44 H 0.3440 -6.2280 -2.3065
45 H 0.7569 -4.9419 -0.2319
46 H -2.8541 -3.4460 0.6345
47 H -4.1969 -4.7908 2.2077
48 H -3.2468 -5.4438 4.4011
49 H -0.9549 -4.7292 5.0061
50 H 0.3914 -3.3943 3.4038
51 C -2.0550 0.4756 -2.5747
52 P -0.9255 1.5780 -1.6864
53 C -2.1321 2.8126 -1.0800
54 C -0.0491 2.5306 -2.9609
55 C -0.4552 2.6554 -4.2835
56 C 0.2900 3.4144 -5.1721
57 C 1.4390 4.0590 -4.7373
58 C 1.8529 3.9293 -3.4203
59 C 1.1268 3.1449 -2.5297
60 P 1.6571 2.8190 -0.7998
61 C 1.2708 4.3615 0.0731
62 C 3.4734 2.9098 -0.8856
63 H -1.4894 -0.2610 -3.1459
64 H -2.7413 1.0238 -3.2217
65 H -2.6211 -0.0450 -1.8044
66 H -2.7004 3.2218 -1.9179
67 H -1.6223 3.6152 -0.5521
68 H -2.8084 2.3353 -0.3702
69 H -1.3540 2.1568 -4.6266
70 H -0.0231 3.5002 -6.2052
71 H 2.0261 4.6494 -5.4291
72 H 2.7593 4.4277 -3.1052
73 H 1.7655 5.1828 -0.4475
74 H 1.6416 4.2937 1.0958
75 H 0.1977 4.5416 0.1069
76 H 3.8175 3.6445 -1.6117
77 H 3.8631 1.9359 -1.1530
78 H 3.8510 3.1765 0.1019
79 N 1.4629 -0.0884 -1.7461
80 C 2.3718 -0.0005 -2.7304
81 C 1.9179 0.0769 -4.0778
82 C 2.7924 0.2054 -5.1369
83 C 4.1706 0.2023 -4.9389
84 C 4.6423 0.0415 -3.6412
85 C 3.7814 -0.0580 -2.5624
86 H 0.8499 0.0419 -4.2539
87 H 2.3911 0.2886 -6.1421
88 H 4.8542 0.2950 -5.7731
89 H 5.7113 -0.0061 -3.4604
90 H 4.1809 -0.2063 -1.5689
91 N 7.2160 1.2204 3.6816
92 C 6.1994 1.1223 3.1483
93 C 4.9358 1.0115 2.4830
94 C 4.7197 0.0356 1.5061
95 C 3.4950 -0.0533 0.8755
96 C 2.4235 0.8233 1.1424
97 C 2.6760 1.7753 2.1477
98 C 3.8909 1.8704 2.8089
99 H 5.5192 -0.6486 1.2479
100 H 3.3384 -0.8413 0.1552
101 H 1.8968 2.4640 2.4479
102 H 4.0372 2.6219 3.5761

Properties
frontier orbital gap (spin up / spin down)	6.33 / 6.15	eV
energy above the lowest of the compared OMol25 structures with the same formula, charge and spin	0.000	eV
net charge	-1
HOMO level (spin up / spin down)	-4.12 / -3.94	eV
multiplicity	2

***

(3)
Here is a structure of composition C48H46CaF2N4OP2Se at a distorted geometry from OMol25. Energies are from the ωB97M-V functional and the def2-TZVPD basis.

CARTESIAN COORDINATES (ANGSTROEM)
1 Ca -0.0400 0.5840 -1.1905
2 C -3.3236 0.1091 -1.5563
3 P -2.5110 1.7458 -1.3290
4 C -3.6403 2.9659 -2.0955
5 C -3.5676 4.2915 -1.6608
6 C -4.3205 5.2795 -2.2733
7 C -5.1314 4.9627 -3.3548
8 C -5.1940 3.6540 -3.8072
9 C -4.4521 2.6604 -3.1844
10 C -2.8158 2.0932 0.4425
11 C -3.8859 1.5706 1.1628
12 C -3.9887 1.8064 2.5239
13 C -3.0307 2.5670 3.1801
14 C -1.9768 3.1162 2.4681
15 C -1.8729 2.8762 1.1063
16 C -2.6995 -0.8261 -0.5491
17 C -3.2707 -1.9177 0.0745
18 C -2.3383 -2.3447 1.0464
19 C -1.2583 -1.4842 0.9644
20 C -0.0473 -1.4599 1.8439
21 P -0.3340 -0.3617 3.3511
22 C 0.4043 -1.4225 4.6638
23 C 1.6027 -2.1174 4.4985
24 C 2.1145 -2.8867 5.5304
25 C 1.4449 -2.9672 6.7454
26 C 0.2618 -2.2678 6.9254
27 C -0.2568 -1.5059 5.8861
28 C 1.0336 0.8607 3.2005
29 C 1.8148 1.2398 4.2921
30 C 2.7308 2.2758 4.1805
31 C 2.8786 2.9531 2.9794
32 C 2.1004 2.5935 1.8897
33 C 1.1796 1.5649 2.0057
34 N -1.4688 -0.5494 -0.0093
35 H -3.1601 -0.2156 -2.5893
36 H -4.4036 0.1745 -1.4057
37 H -2.9223 4.5418 -0.8271
38 H -4.2744 6.2967 -1.9055
39 H -5.7141 5.7342 -3.8411
40 H -5.8269 3.4041 -4.6495
41 H -4.5155 1.6406 -3.5460
42 H -4.6297 0.9578 0.6719
43 H -4.8143 1.3790 3.0784
44 H -3.1019 2.7246 4.2485
45 H -1.2265 3.7112 2.9740
46 H -1.0406 3.3001 0.5492
47 H -4.2319 -2.3578 -0.1479
48 H -2.4476 -3.1730 1.7327
49 H 0.8358 -1.1149 1.2990
50 H 0.1273 -2.4624 2.2335
51 H 2.1434 -2.0385 3.5620
52 H 3.0468 -3.4215 5.3940
53 H 1.8479 -3.5710 7.5484
54 H -0.2564 -2.3135 7.8751
55 H -1.1854 -0.9620 6.0156
56 H 1.7074 0.7290 5.2403
57 H 3.3290 2.5563 5.0386
58 H 3.5949 3.7598 2.8899
59 H 2.2112 3.1280 0.9534
60 H 0.5469 1.3107 1.1636
61 F 4.6899 -2.4859 -0.6965
62 C 4.1475 -1.2672 -0.9111
63 C 2.7784 -1.1079 -0.8814
64 C 2.1799 0.1313 -1.1224
65 C 3.0343 1.2305 -1.3900
66 C 4.4159 1.0263 -1.3691
67 F 5.3000 2.0357 -1.5953
68 C 4.9956 -0.2049 -1.1448
69 C 2.4086 2.5346 -1.7249
70 C 3.1147 3.7421 -1.8217
71 C 2.4551 4.9104 -2.1550
72 C 1.0937 4.8786 -2.4198
73 C 0.4605 3.6551 -2.3138
74 N 1.0783 2.5271 -1.9618
75 H 2.1638 -1.9840 -0.6828
76 H 6.0703 -0.3139 -1.1574
77 H 4.1727 3.7839 -1.6305
78 H 3.0090 5.8388 -2.2102
79 H 0.5448 5.7689 -2.6914
80 H -0.6001 3.5710 -2.5260
81 C 0.2561 -4.9705 0.9168
82 N 1.0924 -5.3940 -0.1859
83 C 2.1172 -6.3161 -0.1075
84 C 2.6383 -6.4460 -1.3427
85 N 1.9300 -5.6035 -2.1758
86 C 2.1447 -5.4111 -3.5909
87 C 0.9756 -4.9552 -1.4618
88 Se -0.2316 -3.7581 -2.1215
89 H -0.2510 -5.8297 1.3559
90 H -0.4842 -4.2672 0.5368
91 H 0.8597 -4.4823 1.6823
92 H 2.3888 -6.7991 0.8138
93 H 3.4414 -7.0679 -1.6947
94 H 2.7679 -6.2166 -3.9732
95 H 2.6309 -4.4528 -3.7757
96 H 1.1830 -5.4078 -4.1000
97 C 0.2048 -0.7898 -5.3394
98 C -0.7314 0.0376 -4.4762
99 O -0.5812 -0.2762 -3.0927
100 H 0.1766 -0.4479 -6.3738
101 H -0.0853 -1.8417 -5.3093
102 H 1.2244 -0.6978 -4.9636
103 H -1.7696 -0.1172 -4.7884
104 H -0.5020 1.0997 -4.5707
105 H -0.6891 -1.2363 -2.9632

Properties
frontier orbital gap	7.03	eV
energy above the lowest of the compared OMol25 structures with the same formula, charge and spin	1.802	eV
HOMO level	-6.58	eV

***

(4)
Here is a structure of composition C48H46CeCl5FN10O3PS at a distorted geometry from OMol25. Energies are from the ωB97M-V functional and the def2-TZVPD basis.

CARTESIAN COORDINATES (ANGSTROEM)
1 Ce -0.0215 0.0390 0.1642
2 F 0.6926 4.1932 5.8283
3 C 0.2198 4.6301 4.6356
4 C -0.0717 3.7057 3.6689
5 C -0.6092 4.1046 2.4405
6 C -0.8667 3.1204 1.3856
7 O -0.8374 1.8914 1.6175
8 C -1.1096 3.7006 0.0966
9 C -1.3754 5.0286 -0.0113
10 N -1.3748 5.8878 1.0294
11 C -1.8469 7.2297 0.8427
12 C -3.1801 7.4316 0.1911
13 C -3.0226 7.6814 1.6589
14 C -0.8742 5.4730 2.2377
15 C -0.5689 6.3972 3.2451
16 C 0.0085 6.0092 4.4456
17 N 0.3970 6.9678 5.3802
18 C -0.4760 8.0451 5.7645
19 C 0.3142 9.3534 5.8365
20 N 1.4307 9.1848 6.8042
21 C 2.2907 8.0352 6.4149
22 C 1.4485 6.7595 6.3448
23 C -1.0415 2.8938 -1.2319
24 O -1.3274 3.4986 -2.2477
25 O -0.6679 1.6885 -1.1227
26 H 0.1242 2.6593 3.8483
27 H -1.5998 5.4319 -0.9908
28 H -1.0609 7.9432 0.6254
29 H -3.7321 6.5554 -0.1110
30 H -3.3046 8.2752 -0.4697
31 H -3.4651 6.9671 2.3373
32 H -3.0395 8.6987 2.0176
33 H -0.7528 7.4411 3.0546
34 H -0.9306 7.8420 6.7472
35 H -1.2836 8.1453 5.0430
36 H -0.3297 10.1748 6.1537
37 H 0.7466 9.5832 4.8613
38 H 1.0412 9.0064 7.7395
39 H 1.9906 10.0436 6.8566
40 H 3.1039 7.9217 7.1321
41 H 2.7058 8.2457 5.4288
42 H 1.0493 6.5141 7.3398
43 H 2.1017 5.9455 6.0374
44 N -1.4244 -2.9201 -0.9470
45 P -2.1034 -1.4071 -1.4735
46 C -3.6176 -2.0261 -2.3193
47 C -4.1685 -1.2544 -3.3360
48 C -5.3929 -1.6007 -3.8806
49 C -6.0592 -2.7309 -3.4384
50 C -5.4921 -3.5277 -2.4562
51 C -4.2876 -3.1663 -1.8843
52 C -3.0513 -0.8069 0.0056
53 C -3.2565 0.5765 0.0480
54 C -4.0008 1.1456 1.0691
55 C -4.5455 0.3395 2.0553
56 C -4.4047 -1.0374 1.9832
57 C -3.6735 -1.6130 0.9582
58 C -0.0862 -3.1766 -1.2447
59 C 0.2987 -4.4021 -1.7950
60 C 1.6311 -4.6234 -2.0721
61 C 2.5503 -3.6277 -1.7643
62 C 2.0872 -2.4623 -1.1914
63 N 0.7925 -2.2154 -0.9434
64 H -1.9974 -3.7373 -1.1526
65 H -3.6425 -0.3803 -3.6918
66 H -5.8325 -0.9791 -4.6460
67 H -7.0265 -2.9852 -3.8432
68 H -5.9950 -4.4197 -2.1143
69 H -3.9017 -3.7803 -1.0819
70 H -2.8899 1.1957 -0.7653
71 H -4.1664 2.2146 1.0874
72 H -5.0953 0.7842 2.8714
73 H -4.8798 -1.6565 2.7295
74 H -3.5962 -2.6864 0.9020
75 H -0.4452 -5.1507 -2.0233
76 H 1.9502 -5.5507 -2.5217
77 H 3.6014 -3.7553 -1.9609
78 H 2.7701 -1.6663 -0.9226
79 Cl 1.7976 -2.8881 1.9766
80 C 2.5532 -1.3634 2.2737
81 C 1.9957 -0.2452 1.6413
82 C 2.6668 0.9430 1.9443
83 Cl 2.0249 2.3738 1.1968
84 C 3.7672 1.0511 2.7826
85 Cl 4.4909 2.5782 3.1004
86 C 4.2706 -0.1027 3.3794
87 Cl 5.6292 -0.0112 4.4251
88 C 3.6568 -1.3304 3.1226
89 Cl 4.2579 -2.7625 3.8620
90 N -2.7194 -0.2544 5.5061
91 C -2.2113 -0.9816 4.4889
92 C -1.5273 -0.3895 3.4034
93 N -1.0934 -1.1002 2.3721
94 C -1.3190 -2.4234 2.4194
95 C -1.9673 -3.0042 3.4979
96 N -2.4156 -2.3001 4.5199
97 H -2.4704 0.7116 5.6238
98 H -3.1047 -0.7589 6.2871
99 H -1.3525 0.6776 3.3784
100 H -0.9730 -3.0159 1.5847
101 H -2.1389 -4.0699 3.5444
102 C 2.4710 3.7480 -1.8454
103 N 3.5643 2.9101 -1.4530
104 C 4.7457 3.4489 -0.8073
105 C 5.6062 2.1997 -0.5625
106 N 4.6349 1.1328 -0.7349
107 C 3.5115 1.5800 -1.3346
108 S 2.2655 0.6194 -1.8995
109 H 2.0706 4.2914 -0.9828
110 H 1.6835 3.1267 -2.2724
111 H 2.8023 4.4648 -2.5967
112 H 4.4650 3.9361 0.1347
113 H 5.2321 4.1812 -1.4541
114 H 6.0319 2.1752 0.4429
115 H 6.4171 2.1160 -1.2957
116 H 4.9152 0.1680 -0.7784

Properties
frontier orbital gap (spin up / spin down)	5.00 / 6.22	eV
net charge	+3
HOMO level (spin up / spin down)	-14.39 / -14.39	eV

***

Record order is preserved below.
E: -6145.45438; -4231.87064; -6112.49632; -6244.79509 a.u.